(1)
7 unconnected molecules or ions with the total composition C44H78BrF3N8O14S2 at a distorted geometry. Source: the Open Molecules 2025 dataset; level of theory: ωB97M-V/def2-TZVPD.

```
150
Properties=species:S:1:pos:R:3
C 3.544 6.787 1.314
C 3.308 5.547 1.981
C 3.025 4.000 2.555
C 2.051 3.103 1.506
C 2.690 3.499 0.051
C 1.975 4.670 -0.835
O 2.824 5.128 -1.974
C 1.931 5.993 -2.762
C 1.294 5.300 -4.103
F 0.346 4.187 -3.844
F 2.298 4.873 -5.119
F 0.478 6.376 -4.781
O 0.786 3.692 1.891
S -0.559 3.358 0.919
O -1.634 2.924 2.004
O -0.081 2.146 -0.110
C 0.085 0.792 0.294
C -1.505 0.266 0.426
O -2.412 1.097 -0.452
C -3.801 0.639 -0.334
C -4.744 0.702 1.010
C -6.295 0.177 0.891
C -6.954 -0.399 -0.505
C -6.027 -0.483 -1.876
C -4.480 0.043 -1.742
C 0.426 0.016 -1.151
C 1.863 0.175 -1.812
O 2.203 -1.118 -2.495
C 1.874 1.299 -3.052
N 0.929 0.956 -4.181
C 1.072 0.430 1.544
O 0.230 0.707 2.756
N -0.288 -0.330 3.351
O -0.564 -0.076 4.530
C 1.705 -1.071 1.472
C 2.568 -1.632 2.754
C 0.739 -2.350 1.209
C 1.519 -3.547 0.332
C 0.498 -4.126 -0.860
C 2.284 1.531 1.884
S 4.006 1.104 1.312
Br 2.477 1.512 3.936
H 3.860 7.752 0.701
H 2.440 4.288 3.556
H 4.082 3.568 2.710
H 2.532 2.535 -0.639
H 3.853 3.673 0.038
H 1.543 5.574 -0.212
H 1.025 4.167 -1.354
H 2.596 6.906 -3.146
H 1.047 6.473 -2.164
H -1.967 0.395 1.482
H -1.689 -0.796 -0.018
H -4.260 1.150 1.990
H -6.990 0.257 1.854
H -8.076 -0.726 -0.537
H -6.484 -0.863 -2.885
H -3.800 0.016 -2.723
H 0.121 -1.111 -1.165
H -0.346 0.529 -1.911
H 2.782 0.430 -1.154
H 1.349 -1.455 -2.938
H 2.974 1.217 -3.508
H 1.743 2.396 -2.666
H 0.946 1.697 -4.915
H 1.076 -0.003 -4.566
H 2.468 -1.127 0.551
H 2.638 -2.826 2.770
H 2.076 -1.377 3.812
H 3.674 -1.272 2.821
H -0.261 -2.200 0.669
H 0.475 -2.895 2.240
H 2.465 -3.157 -0.232
H 1.745 -4.476 1.037
H -0.199 -3.284 -1.287
H 1.210 -4.466 -1.742
H -0.180 -4.994 -0.448
H 4.854 0.790 2.404
C 3.170 -3.186 6.272
C 3.157 -4.476 5.501
O 2.583 -4.585 4.420
N 3.809 -5.549 6.035
C 4.535 -5.622 7.281
H 2.610 -2.425 5.721
H 2.693 -3.327 7.246
H 4.198 -2.835 6.398
H 3.756 -6.380 5.458
H 5.565 -5.909 7.056
H 4.073 -6.397 7.897
H 4.531 -4.676 7.822
C -2.666 3.373 4.662
C -3.529 2.490 5.519
O -3.749 1.315 5.234
N -4.078 3.028 6.646
C -3.941 4.375 7.150
H -2.302 2.804 3.802
H -3.249 4.222 4.293
H -1.803 3.723 5.235
H -4.645 2.373 7.170
H -3.506 4.320 8.150
H -4.939 4.814 7.216
H -3.311 4.996 6.512
C -3.757 -4.226 -5.054
C -4.701 -3.430 -4.197
O -4.302 -2.669 -3.317
N -6.040 -3.570 -4.418
C -6.701 -4.404 -5.393
H -2.726 -4.009 -4.760
H -3.937 -5.295 -4.916
H -3.882 -3.950 -6.105
H -6.611 -3.002 -3.802
H -7.304 -3.759 -6.037
H -7.359 -5.093 -4.858
H -5.997 -4.971 -6.002
C -10.612 -0.339 -4.117
C -9.661 -1.436 -3.730
O -8.452 -1.243 -3.616
N -10.174 -2.679 -3.501
C -11.551 -3.105 -3.581
H -10.057 0.591 -4.265
H -11.116 -0.593 -5.054
H -11.345 -0.180 -3.321
H -9.472 -3.364 -3.245
H -11.842 -3.496 -2.604
H -11.615 -3.905 -4.322
H -12.222 -2.293 -3.864
C 7.998 -5.077 2.108
C 7.053 -4.281 2.965
O 7.452 -3.520 3.845
N 5.714 -4.421 2.745
C 5.053 -5.255 1.770
H 9.028 -4.860 2.402
H 7.817 -6.146 2.246
H 7.873 -4.801 1.058
H 5.143 -3.853 3.360
H 4.450 -4.610 1.126
H 4.395 -5.944 2.304
H 5.757 -5.822 1.160
C 5.583 4.166 -3.771
C 6.753 3.784 -4.634
O 7.256 2.663 -4.595
N 7.258 4.725 -5.482
C 6.813 6.085 -5.675
H 5.293 3.314 -3.150
H 5.858 4.995 -3.113
H 4.731 4.443 -4.397
H 8.044 4.394 -6.030
H 6.531 6.203 -6.724
H 7.649 6.750 -5.450
H 5.964 6.339 -5.039
```

Properties
**2S+1**: 1
**Frontier orbital gap**: 7.370 eV
**Total energy**: -6883.8508 hartree
**Max |F|**: 9.89 eV/A

Löwdin population analysis, charges in e, atoms 1 to 99:
1 C 0.05
2 C -0.06
3 C -0.20
4 C -0.48
5 C -0.13
6 C -0.20
7 O -0.17
8 C -0.09
9 C -0.19
10 F 0.01
11 F 0.00
12 F -0.02
13 O -0.31
14 S 1.12
15 O -0.43
16 O -0.32
17 C -0.27
18 C -0.08
19 O -0.19
20 C -0.15
21 C 0.00
22 C -0.08
23 C -0.07
24 C -0.05
25 C 0.01
26 C -0.04
27 C -0.29
28 O -0.12
29 C -0.20
30 N -0.03
31 C -0.23
32 O -0.23
33 N -0.03
34 O 0.03
35 C -0.25
36 C -0.12
37 C -0.17
38 C -0.22
39 C -0.14
40 C -0.72
41 S 0.76
42 Br 0.84
43 H 0.06
44 H 0.12
45 H 0.09
46 H 0.09
47 H 0.13
48 H 0.13
49 H 0.11
50 H 0.17
51 H 0.16
52 H 0.12
53 H 0.14
54 H 0.10
55 H 0.08
56 H 0.07
57 H 0.05
58 H 0.10
59 H 0.11
60 H 0.16
61 H 0.11
62 H 0.11
63 H 0.13
64 H 0.10
65 H 0.07
66 H 0.07
67 H 0.12
68 H 0.08
69 H 0.06
70 H 0.05
71 H 0.08
72 H 0.13
73 H 0.10
74 H 0.11
75 H 0.06
76 H 0.08
77 H 0.08
78 H -0.06
79 C 0.00
80 C -0.54
81 O 0.00
82 N 0.00
83 C -0.08
84 H 0.07
85 H 0.09
86 H 0.09
87 H 0.14
88 H 0.09
89 H 0.08
90 H 0.08
91 C -0.02
92 C -0.54
93 O 0.02
94 N -0.01
95 C -0.09
96 H 0.03
97 H 0.09
98 H 0.09
99 H 0.14

(2)
2 unconnected molecules or ions with the total composition C4H12NO2. Source: the Open Molecules 2025 dataset; level of theory: ωB97M-V/def2-TZVPD.

```
19
Properties=species:S:1:pos:R:3
O -0.069 0.174 2.294
C 1.063 0.235 2.738
C 2.231 0.756 1.975
H 1.223 -0.109 3.769
H 2.966 1.178 2.652
H 1.909 1.509 1.262
H 2.740 -0.070 1.485
C -0.592 -0.643 -2.210
O -1.004 -1.823 -2.855
C -1.484 -0.547 -0.990
N -1.110 0.657 -0.156
H -0.716 0.236 -2.852
H 0.462 -0.712 -1.907
H -0.618 -1.866 -3.736
H -2.524 -0.437 -1.281
H -1.386 -1.424 -0.362
H -1.944 1.126 0.195
H -0.606 1.347 -0.718
H -0.539 0.413 0.696
```

Properties
**2S+1**: 1
**Frontier orbital gap**: 11.351 eV
**Charge**: +1
**Total energy**: -364.5845 hartree
**Max |F|**: 0.39 eV/A

Partial atomic charges computed with the natural (NBO) method, in multiples of e:
1 O -0.59
2 C 0.50
3 C -0.74
4 H 0.15
5 H 0.26
6 H 0.23
7 H 0.27
8 C -0.08
9 O -0.70
10 C -0.23
11 N -0.70
12 H 0.18
13 H 0.17
14 H 0.49
15 H 0.23
16 H 0.24
17 H 0.44
18 H 0.42
19 H 0.47

(3)
A molecular structure, C32H37I2N6O5S4Ti at a distorted geometry. Source: the Open Molecules 2025 dataset; level of theory: ωB97M-V/def2-TZVPD.

```
87
Properties=species:S:1:pos:R:3
Ti -0.424 0.663 0.666
I -0.290 -5.482 -4.336
C -0.262 -3.919 -2.929
C -0.822 -2.701 -3.268
C -0.804 -1.683 -2.333
I -1.683 0.167 -2.788
C -0.209 -1.826 -1.072
O -0.235 -0.810 -0.191
C 0.405 -3.067 -0.779
C 1.167 -3.233 0.511
N 2.116 -2.141 0.727
C 3.323 -2.220 -0.118
C 3.086 -1.820 -1.562
C 3.122 -2.762 -2.582
C 2.896 -2.356 -3.887
C 2.647 -1.016 -4.136
C 2.621 -0.143 -3.064
N 2.836 -0.533 -1.808
C 0.341 -4.100 -1.698
H -1.261 -2.542 -4.242
H 1.686 -4.203 0.500
H 0.449 -3.231 1.337
H 2.404 -2.150 1.697
H 3.755 -3.232 -0.113
H 4.052 -1.527 0.307
H 3.318 -3.800 -2.350
H 2.910 -3.071 -4.700
H 2.479 -0.658 -5.141
H 2.427 0.914 -3.212
H 0.793 -5.052 -1.452
N 1.668 1.349 0.576
C 1.587 2.767 0.196
C 2.903 3.453 -0.173
C 3.055 5.012 -0.028
C 1.908 5.962 0.383
N 0.807 5.996 -0.569
C -0.491 6.061 -0.310
N -0.944 6.389 0.896
N -1.357 5.924 -1.320
C 0.554 2.723 -0.945
O 0.719 3.279 -2.021
O -0.502 2.058 -0.609
H 2.188 1.232 1.438
H 2.139 0.786 -0.167
H 1.112 3.283 1.036
H 3.120 3.178 -1.206
H 3.677 3.012 0.457
H 3.435 5.392 -0.978
H 3.833 5.187 0.716
H 2.338 6.966 0.430
H 1.536 5.714 1.378
H 1.057 5.709 -1.504
H -0.330 6.385 1.692
H -1.916 6.256 1.117
H -1.049 5.467 -2.165
H -2.342 5.892 -1.125
O 0.879 2.621 7.309
C 0.620 2.296 6.189
S 1.029 0.717 5.492
C 0.346 1.005 3.896
C -0.239 2.203 3.689
S -0.971 2.645 2.192
S -0.223 3.343 5.025
S 0.391 -0.277 2.731
C -2.588 -5.827 0.959
C -2.843 -4.353 0.894
C -2.566 -3.518 1.973
C -2.785 -2.154 1.913
C -2.716 -1.368 3.192
C -3.270 -1.590 0.706
C -3.275 -0.164 0.482
O -2.330 0.608 0.749
C -3.694 -2.442 -0.341
C -4.376 -1.963 -1.595
C -3.434 -3.797 -0.235
H -1.910 -6.077 1.772
H -2.174 -6.193 0.019
H -3.532 -6.350 1.123
H -2.198 -3.945 2.898
H -1.883 -1.702 3.804
H -3.630 -1.566 3.760
H -2.643 -0.294 3.050
H -4.150 0.290 0.006
H -4.601 -0.902 -1.590
H -5.309 -2.515 -1.714
H -3.760 -2.181 -2.468
H -3.715 -4.444 -1.058
```

Properties
**2S+1**: 1
**Frontier orbital gap**: 5.756 eV
**Charge**: +1
**Total energy**: -4983.9665 hartree
**Max |F|**: 3.87 eV/A

Partial atomic charges computed with the Löwdin method, in multiples of e:
1 Ti 0.68
2 I 0.88
3 C -0.72
4 C -0.22
5 C -0.57
6 I 1.16
7 C -0.32
8 O -0.25
9 C -0.14
10 C -0.15
11 N -0.06
12 C -0.14
13 C -0.27
14 C -0.02
15 C -0.05
16 C -0.05
17 C -0.13
18 N 0.11
19 C -0.12
20 H 0.09
21 H 0.13
22 H 0.12
23 H 0.09
24 H 0.12
25 H 0.12
26 H 0.12
27 H 0.11
28 H 0.11
29 H 0.11
30 H 0.11
31 N 0.00
32 C -0.31
33 C -0.11
34 C -0.13
35 C -0.15
36 N 0.10
37 C -0.43
38 N 0.23
39 N 0.22
40 C -0.59
41 O 0.05
42 O -0.27
43 H 0.09
44 H 0.10
45 H 0.08
46 H 0.11
47 H 0.12
48 H 0.11
49 H 0.11
50 H 0.13
51 H 0.12
52 H 0.15
53 H 0.11
54 H 0.13
55 H 0.13
56 H 0.13
57 O -0.04
58 C -1.02
59 S 0.97
60 C -1.10
61 C -1.13
62 S 0.65
63 S 0.95
64 S 0.67
65 C -0.03
66 C -0.24
67 C 0.01
68 C -0.19
69 C -0.05
70 C -0.10
71 C -0.10
72 O -0.19
73 C -0.19
74 C -0.05
75 C 0.00
76 H 0.08
77 H 0.08
78 H 0.10
79 H 0.13
80 H 0.07
81 H 0.10
82 H 0.07
83 H 0.15
84 H 0.05
85 H 0.10
86 H 0.06
87 H 0.14

(4)
11 unconnected molecules or ions with the total composition C29H80O11 at a distorted geometry. Source: the Open Molecules 2025 dataset; level of theory: ωB97M-V/def2-TZVPD.

```
120
Properties=species:S:1:pos:R:3
C -25.660 -20.400 -1.772
C -24.186 -20.818 -1.667
C -23.779 -22.040 -2.466
O -23.365 -19.813 -2.261
H -25.984 -20.170 -2.787
H -25.756 -19.452 -1.242
H -26.325 -21.098 -1.264
H -23.879 -20.909 -0.625
H -24.346 -22.936 -2.213
H -22.749 -22.332 -2.262
H -24.015 -21.926 -3.524
H -23.607 -19.632 -3.172
C -19.841 -18.293 -1.573
C -20.443 -18.785 -0.286
C -21.454 -17.814 0.381
O -21.118 -19.994 -0.568
H -20.646 -17.719 -2.033
H -19.554 -19.007 -2.344
H -18.992 -17.637 -1.377
H -19.627 -19.016 0.398
H -21.765 -18.285 1.314
H -22.341 -17.611 -0.220
H -21.034 -16.852 0.674
H -21.898 -19.802 -1.094
C -20.899 -21.520 -4.624
C -20.427 -22.927 -5.035
C -21.536 -23.953 -4.779
O -20.117 -22.928 -6.418
H -20.203 -20.717 -4.869
H -21.022 -21.481 -3.542
H -21.870 -21.258 -5.044
H -19.539 -23.213 -4.471
H -22.428 -23.626 -5.313
H -21.826 -23.907 -3.729
H -21.350 -24.981 -5.089
H -20.943 -22.883 -6.905
C -20.220 -28.654 -4.096
C -19.505 -27.324 -4.350
C -19.144 -26.604 -3.060
O -18.303 -27.579 -5.036
H -20.533 -29.110 -5.036
H -21.084 -28.528 -3.444
H -19.579 -29.330 -3.530
H -20.164 -26.737 -4.989
H -18.446 -27.174 -2.447
H -20.059 -26.359 -2.521
H -18.665 -25.650 -3.279
H -18.630 -28.011 -5.828
C -13.559 -25.464 -4.823
C -14.965 -25.039 -5.154
C -15.617 -24.207 -4.000
O -14.991 -24.268 -6.325
H -13.611 -25.971 -3.860
H -12.875 -24.627 -4.964
H -13.254 -26.087 -5.664
H -15.622 -25.909 -5.148
H -15.157 -23.224 -3.906
H -15.451 -24.671 -3.028
H -16.691 -24.068 -4.127
H -15.908 -24.129 -6.574
C -18.333 -22.992 2.446
C -18.869 -21.586 2.610
C -20.051 -21.539 3.596
O -17.894 -20.708 3.060
H -19.005 -23.593 1.834
H -18.036 -23.559 3.328
H -17.355 -22.968 1.965
H -19.306 -21.228 1.678
H -19.816 -21.663 4.653
H -20.721 -22.370 3.375
H -20.646 -20.627 3.580
H -17.409 -20.283 2.349
C -16.470 -25.341 -0.236
C -15.505 -26.459 0.176
C -16.159 -27.786 0.553
O -14.679 -26.662 -0.932
H -16.000 -24.363 -0.349
H -17.234 -25.250 0.536
H -16.974 -25.511 -1.187
H -14.828 -26.041 0.921
H -15.413 -28.564 0.714
H -16.844 -28.148 -0.214
H -16.648 -27.594 1.508
H -15.177 -26.940 -1.704
C -15.975 -18.433 -5.223
C -16.510 -19.576 -4.396
C -17.276 -20.595 -5.237
O -15.390 -20.196 -3.814
H -15.421 -17.711 -4.623
H -16.840 -17.936 -5.662
H -15.338 -18.751 -6.048
H -17.097 -19.216 -3.551
H -17.544 -21.441 -4.604
H -16.606 -21.012 -5.990
H -18.178 -20.152 -5.661
H -14.908 -20.696 -4.476
C -14.458 -22.119 -0.587
C -13.877 -20.745 -0.685
C -12.784 -20.709 -1.684
O -14.854 -19.835 -1.041
H -13.756 -22.883 -0.253
H -14.936 -22.476 -1.499
H -15.280 -22.167 0.127
H -13.481 -20.446 0.285
H -13.040 -21.080 -2.676
H -11.910 -21.232 -1.298
H -12.431 -19.691 -1.848
H -15.188 -19.966 -1.932
C -18.686 -22.533 -1.431
O -19.966 -22.618 -0.857
H -17.985 -22.053 -0.748
H -18.276 -23.491 -1.750
H -18.709 -21.849 -2.279
H -20.351 -21.739 -0.902
C -22.548 -24.104 0.699
O -21.871 -24.690 -0.351
H -23.131 -23.300 0.251
H -23.249 -24.781 1.189
H -21.868 -23.721 1.460
H -21.082 -24.159 -0.481
```

Properties
**2S+1**: 1
**Frontier orbital gap**: 10.061 eV
**Structure (SMILES)**: CC(C)O.CC(C)O.CC(C)O.CC(C)O.CC(C)O.CC(C)O.CC(C)O.CC(C)O.CC(C)O.CO.CO
**Total energy**: -1980.4585 hartree
**Max |F|**: 2.86 eV/A

Löwdin population analysis, charges in e, atoms 1 to 99:
1 C -0.04
2 C -0.45
3 C -0.07
4 O -0.09
5 H 0.08
6 H 0.08
7 H 0.08
8 H 0.14
9 H 0.09
10 H 0.06
11 H 0.08
12 H 0.10
13 C -0.05
14 C -0.47
15 C -0.03
16 O -0.08
17 H 0.08
18 H 0.07
19 H 0.08
20 H 0.13
21 H 0.08
22 H 0.08
23 H 0.08
24 H 0.04
25 C -0.05
26 C -0.47
27 C -0.04
28 O -0.05
29 H 0.06
30 H 0.06
31 H 0.08
32 H 0.12
33 H 0.08
34 H 0.07
35 H 0.06
36 H 0.08
37 C -0.05
38 C -0.51
39 C -0.04
40 O -0.04
41 H 0.08
42 H 0.08
43 H 0.08
44 H 0.11
45 H 0.08
46 H 0.08
47 H 0.06
48 H 0.09
49 C -0.04
50 C -0.50
51 C -0.04
52 O -0.03
53 H 0.08
54 H 0.09
55 H 0.08
56 H 0.13
57 H 0.06
58 H 0.05
59 H 0.06
60 H 0.09
61 C -0.06
62 C -0.51
63 C -0.05
64 O -0.03
65 H 0.07
66 H 0.08
67 H 0.06
68 H 0.12
69 H 0.08
70 H 0.06
71 H 0.07
72 H 0.09
73 C -0.05
74 C -0.48
75 C -0.04
76 O -0.07
77 H 0.05
78 H 0.07
79 H 0.05
80 H 0.14
81 H 0.08
82 H 0.08
83 H 0.08
84 H 0.08
85 C -0.05
86 C -0.48
87 C -0.04
88 O -0.08
89 H 0.09
90 H 0.08
91 H 0.09
92 H 0.14
93 H 0.06
94 H 0.09
95 H 0.08
96 H 0.10
97 C -0.06
98 C -0.54
99 C -0.07